14
Properties=species:S:1:pos:R:3 method="wB97M-V/def2-TZVPD" relative_energy_kcal_mol=54.53 orbital_gap_ev="7.43 / 7.43"
C 1.9050 2.1969 -0.2566
C -1.1758 -0.1892 0.9821
C 0.3036 -0.2893 -1.2264
C -0.6994 0.2832 -0.3068
O 2.4570 1.7484 -1.2393
O 0.8192 1.8754 0.3043
Br -1.7460 1.5094 -1.0807
H 2.3201 3.1260 0.3400
H -0.6014 -1.0225 1.2145
H -2.1816 -0.4007 0.8832
H -0.8932 0.6051 1.7464
H 1.1229 -0.7774 -0.6645
H -0.0230 -1.0386 -1.9260
H 0.8115 0.5815 -1.7668